Entry from the Open Molecules 2025 dataset: a cluster of 13 separate species, C7H39NO12 in total at a distorted geometry (ωB97M-V/def2-TZVPD).

Output
relative energy (zero: lowest compared OMol25 entry of this formula, charge and spin) = 35.19 kcal/mol
LUMO = 0.24 eV
Kohn-Sham gap = 0.2991 Eh
highest occupied orbital energy = -7.89 eV

Positions of all 59 atoms, in Å:
C (-2.6251, 2.3641, -1.2101)
C (-2.1558, 2.1951, 0.2442)
C (-2.3032, 0.7756, 0.7780)
C (-1.2710, -0.1862, 0.1992)
N (1.1814, -0.4072, -1.4607)
C (1.2359, -0.2888, -0.0601)
C (0.1392, -0.0420, 0.6521)
C (2.6180, -0.2846, 0.4890)
H (-2.4611, 3.4006, -1.5031)
H (-3.7120, 2.2724, -1.2654)
H (-2.1121, 1.7148, -1.9055)
H (-1.0913, 2.4409, 0.3440)
H (-2.6673, 2.9708, 0.8102)
H (-2.2345, 0.8063, 1.8776)
H (-3.3239, 0.4062, 0.6438)
H (-1.6400, -1.1949, 0.3865)
H (-1.3131, 0.0335, -0.8742)
H (2.0588, -0.5221, -1.9401)
H (0.4912, -0.9310, -1.9427)
H (0.2034, 0.2818, 1.6754)
H (3.3622, -0.0049, -0.2607)
H (2.7315, 0.4757, 1.2530)
H (2.8634, -1.2295, 0.9701)
H (2.5141, 1.1068, 3.4846)
H (3.6149, 0.0512, 3.9559)
O (2.6857, 0.2144, 3.8027)
H (-0.2269, -1.6639, 3.3797)
H (0.9850, -0.9486, 4.1914)
O (0.6979, -1.6979, 3.6704)
H (-3.1296, -1.7594, -2.6543)
H (-2.0991, -2.0854, -1.6790)
O (-3.0543, -1.9551, -1.7263)
H (2.7387, -3.8097, 2.4392)
H (1.4987, -2.7558, 2.6496)
O (1.9611, -3.4019, 2.0628)
H (-2.7056, -1.6331, 2.7188)
H (-2.1918, -1.9000, 4.1204)
O (-1.9581, -2.0166, 3.1931)
H (1.6976, 3.6172, -1.1266)
H (1.5093, 2.1232, -0.8640)
O (1.9211, 2.9092, -0.4814)
H (-0.4536, -1.9449, -3.4408)
H (-0.6375, -0.4892, -3.5117)
O (-1.0976, -1.2823, -3.7260)
H (0.7793, 2.3899, 2.6894)
H (1.4111, 2.9374, 1.2597)
O (1.5312, 2.5937, 2.1625)
H (0.3382, 4.7660, -2.2448)
H (0.5051, 3.5791, -3.1840)
O (1.0167, 4.2673, -2.7165)
H (0.6630, -3.2443, -1.4981)
H (0.0796, -3.9075, -2.7888)
O (0.4730, -3.0893, -2.4715)
H (-0.3142, -3.6970, 0.6503)
H (1.1867, -3.6342, 0.6070)
O (0.3939, -3.7226, -0.0018)
H (0.3808, 1.6617, -2.9667)
H (-0.3867, 1.3744, -4.2911)
O (-0.3023, 2.0004, -3.5647)

Forces on the atoms, in the same order (eV/Å):
C -0.101 0.613 0.680
C 0.322 0.070 -0.560
C -0.315 0.392 1.247
C -0.443 0.479 -0.955
N 0.684 0.606 -0.707
C -0.322 0.564 -0.447
C -0.522 0.089 0.694
C 0.464 0.608 0.408
H 0.313 0.065 -0.227
H 0.046 -0.500 -0.082
H -0.145 -0.130 -0.189
H 0.039 0.102 -0.231
H -0.233 -0.262 0.460
H 0.357 0.023 -0.014
H 0.053 -0.090 -0.527
H 0.110 -0.215 -0.258
H -0.032 -0.651 -0.144
H 0.209 -0.228 0.336
H -0.723 -0.555 0.338
H 0.602 -0.319 0.429
H -0.047 -0.333 -0.152
H -0.244 0.083 0.206
H 0.068 -0.178 -0.258
H 0.551 0.208 -0.253
H 0.198 0.468 -0.098
O -0.693 -0.408 0.396
H 0.064 0.438 0.231
H 0.074 0.394 -0.239
O -0.102 -0.975 -0.117
H -0.280 0.239 -0.675
H -0.048 -0.005 0.252
O 0.186 -0.314 0.478
H -0.061 0.220 0.455
H 0.677 -0.084 0.388
O -0.213 -0.063 -0.652
H 0.141 0.010 -0.186
H 0.011 -0.141 0.080
O -0.377 0.093 0.079
H 0.267 -0.535 0.141
H 0.045 -0.126 0.215
O -0.256 0.451 -0.274
H 0.086 -0.625 0.135
H 0.179 1.216 0.215
O -0.418 -0.400 -0.526
H -1.274 0.201 -0.244
H -0.478 -0.352 0.038
O 1.859 0.036 0.535
H 0.033 0.118 -0.165
H 0.129 0.278 -0.088
O -0.352 0.095 0.092
H -0.686 0.046 -0.748
H 0.086 -0.120 0.135
O 0.387 -0.091 0.061
H -0.279 0.043 -0.293
H -0.589 -0.111 -0.431
O 0.873 -0.096 1.055
H -0.122 -0.430 -0.093
H 0.134 0.109 -0.100
O 0.111 -0.016 0.156